No. 1
117
Properties=species:S:1:pos:R:3:lowdin_charge:R:1 method="wB97M-V/def2-TZVPD" e_above_lowest_kj_mol=59.0 charge=-2
Cu 0.32629 -0.89572 -1.14984 0.00
C -2.08752 -2.90369 -2.92846 -0.13
C -2.71455 -1.55570 -2.57558 -0.63
C -3.97626 -1.39925 -3.42690 -0.12
C -3.14792 -1.68115 -1.11216 -0.14
Si -1.27173 -0.12860 -2.67718 0.84
C -2.30112 1.63484 -2.71406 -0.61
C -3.31314 1.64526 -1.56718 -0.13
C -3.05625 2.00912 -3.99375 -0.12
C -1.33671 2.77959 -2.40502 -0.14
C -0.48475 -0.25017 -4.56093 -0.63
C 0.54368 -1.38082 -4.57417 -0.14
C -1.42907 -0.49839 -5.73733 -0.12
C 0.31131 1.02249 -4.84875 -0.13
H -2.77337 -3.72239 -2.67957 0.07
H -1.17204 -3.05226 -2.36258 0.06
H -1.85768 -2.97736 -3.98966 0.05
H -4.62914 -2.27283 -3.30319 0.07
H -3.73527 -1.31003 -4.48288 0.05
H -4.54725 -0.52304 -3.12913 0.05
H -3.77177 -2.57287 -0.97190 0.07
H -3.72282 -0.82147 -0.78164 0.05
H -2.28038 -1.76696 -0.46249 0.03
H -4.16174 1.00053 -1.77582 0.05
H -3.70363 2.65767 -1.40532 0.07
H -2.83860 1.31651 -0.64887 0.05
H -3.70941 1.20474 -4.31532 0.05
H -2.36754 2.24441 -4.80136 0.05
H -3.67471 2.89953 -3.82662 0.07
H -0.83293 2.60405 -1.46222 0.04
H -1.88433 3.72626 -2.33200 0.07
H -0.58101 2.89388 -3.17300 0.05
H 0.09719 -2.34316 -4.34939 0.06
H 1.30831 -1.19420 -3.82889 0.03
H 1.02969 -1.44755 -5.55471 0.07
H -1.89644 -1.47672 -5.65405 0.05
H -0.87005 -0.48407 -6.68170 0.07
H -2.20716 0.25601 -5.79969 0.05
H 0.95230 1.26397 -4.00467 0.06
H -0.34067 1.87027 -5.03770 0.05
H 0.94764 0.89128 -5.73261 0.07
N -0.13679 -1.30983 0.79863 -0.21
P -0.04884 -1.02658 2.26564 0.58
N 1.50781 -0.99867 3.04771 -0.21
C 2.61639 -1.29059 2.16633 -0.27
C 3.91713 -0.77192 2.76582 -0.19
C 4.24273 -1.54978 4.04813 -0.21
C 2.95544 -1.99505 4.75481 -0.19
C 1.81134 -1.02474 4.45518 -0.25
N -0.83038 -2.08093 3.45104 -0.22
C -0.24576 -3.40264 3.34787 -0.26
C -1.02181 -4.28624 2.38161 -0.19
C -2.41091 -4.57582 2.95367 -0.21
C -2.88231 -3.39183 3.80756 -0.20
C -2.27626 -2.08672 3.29927 -0.25
N -0.76286 0.43315 2.86258 -0.21
C -0.84350 1.49169 1.89606 -0.26
C -2.15267 2.26321 2.04678 -0.19
C -2.25567 2.81026 3.46843 -0.22
C -2.14170 1.65320 4.45714 -0.20
C -0.82892 0.89292 4.21792 -0.25
H 2.38330 -0.81342 1.21280 0.05
H 2.72577 -2.37074 1.97273 0.11
H 3.80061 0.29238 2.98549 0.10
H 4.73506 -0.88081 2.04944 0.10
H 4.84663 -0.92576 4.71761 0.09
H 4.83726 -2.43506 3.80350 0.10
H 3.12025 -2.06249 5.83603 0.10
H 2.65907 -2.98709 4.40538 0.10
H 2.10408 -0.02009 4.81937 0.11
H 0.91661 -1.33002 5.00344 0.09
H -0.19519 -3.87714 4.34639 0.11
H 0.77391 -3.28473 2.97394 0.09
H -0.48039 -5.21302 2.18130 0.10
H -1.09363 -3.72628 1.44763 0.09
H -2.38341 -5.48151 3.57088 0.09
H -3.11588 -4.75176 2.13818 0.10
H -2.57787 -3.53354 4.84967 0.10
H -3.97452 -3.32236 3.79314 0.10
H -2.68591 -1.24817 3.87418 0.09
H -2.55995 -1.93542 2.24629 0.11
H -0.76818 1.02122 0.91177 0.07
H -0.00066 2.20289 1.99992 0.09
H -2.98935 1.58686 1.85700 0.11
H -2.19530 3.07652 1.32157 0.10
H -3.19988 3.34873 3.61741 0.10
H -1.43416 3.51466 3.64561 0.10
H -2.97916 0.96730 4.30134 0.10
H -2.18507 2.01881 5.49100 0.10
H -0.77485 0.02861 4.88235 0.09
H 0.01159 1.57371 4.46120 0.11
I 2.14487 -4.14314 -1.06479 0.35
C 2.15767 -1.91905 -1.29616 -0.70
H 2.57087 -1.83851 -2.31032 -0.11
H 2.98752 -1.65533 -0.63143 -0.11
C 1.84686 4.95397 -1.29189 -0.11
C 2.95569 4.75302 -0.26049 -0.30
C 2.57585 3.76415 0.82816 -0.32
S 2.19282 1.97577 0.30293 0.92
O 1.30365 2.09889 -0.83899 -0.56
C 3.89806 1.63503 -0.42430 -0.31
C 3.82026 1.58209 -1.93723 -0.30
C 5.01035 0.83555 -2.52516 -0.11
H 2.20873 5.54105 -2.13575 0.07
H 0.99945 5.47393 -0.84820 0.07
H 1.49606 3.99026 -1.64899 0.04
H 3.19690 5.71474 0.21301 0.10
H 3.86329 4.41496 -0.76389 0.09
H 1.66277 4.08810 1.32980 0.07
H 3.36874 3.66655 1.57092 0.07
H 4.17222 0.65887 -0.02741 0.06
H 4.61877 2.36657 -0.06520 0.08
H 3.76552 2.59608 -2.34719 0.10
H 2.89454 1.06767 -2.20734 0.09
H 5.94891 1.31821 -2.24954 0.06
H 4.94148 0.79659 -3.60938 0.07
H 5.02544 -0.18331 -2.15160 0.07


No. 2
121
Properties=species:S:1:pos:R:3:lowdin_charge:R:1 method="wB97M-V/def2-TZVPD" charge=+2 e_tot_ev=-64415.1129
Y 4.11606 -4.71436 -1.47499 1.80
C 1.58140 -2.12094 -1.10566 -0.39
O 1.47004 -1.01573 -1.93708 -0.05
O 2.63704 -2.93735 -1.52762 -0.39
C 1.77477 -1.69181 0.35050 -0.55
F 2.40989 -0.52267 0.47510 0.16
F 0.58036 -1.61644 0.95880 0.14
F 2.48982 -2.59794 1.05606 0.09
C 0.36419 -0.99403 -2.81059 -0.24
C -0.94807 -0.56437 -2.16213 -0.06
H -1.06689 0.52321 -2.18787 0.09
H -1.86351 -0.99781 -2.55427 0.08
H -0.89050 -0.75366 -1.08630 0.05
H 0.10819 -1.96629 -3.25307 0.13
H 0.56676 -0.34566 -3.66254 0.11
H 0.61283 -2.62908 -1.12837 0.17
O 3.25945 -2.30110 -4.54122 -0.08
H 2.80963 -1.76239 -3.87910 0.00
H 2.99744 -1.93320 -5.39211 0.05
C -0.82948 0.09448 5.81117 0.01
C 0.59496 -0.26267 5.34055 -0.47
C 1.33365 0.95927 4.82659 -0.14
C 1.66581 2.00516 5.88756 -0.16
C 2.66632 1.31970 6.81226 -0.14
C 2.11647 0.00924 7.42346 -0.48
N 1.40514 -0.81568 6.46147 -0.04
O 0.90231 -1.98883 6.97505 0.05
C 3.37551 -0.74784 7.90997 -0.02
C 1.25004 0.37283 8.66203 0.00
C 0.47656 -1.27150 4.19097 -0.02
H -1.43491 -0.78789 6.00879 0.09
H -1.36813 0.74392 5.12169 0.10
H -0.69358 0.67925 6.72303 0.07
H 2.26735 0.55055 4.41384 0.11
H 0.94236 1.39769 3.90440 0.13
H 0.86252 2.33858 6.55348 0.11
H 2.05098 2.92953 5.45887 0.12
H 2.86972 2.05249 7.59510 0.13
H 3.54766 1.19243 6.17927 0.12
H 4.02405 -0.16011 8.55640 0.10
H 3.11121 -1.62141 8.51057 0.09
H 3.93094 -1.06870 7.02759 0.09
H 0.59283 -0.43010 8.97799 0.09
H 1.90045 0.77899 9.43528 0.10
H 0.67336 1.26179 8.38745 0.07
H 0.32439 -2.27102 4.60312 0.08
H 1.44055 -1.36074 3.67446 0.08
H -0.24047 -1.02774 3.41540 0.06
H 1.31855 -2.68489 6.43952 0.13
C -3.47519 0.23344 0.27128 -0.02
C -3.93442 -1.15789 0.74734 -0.50
C -3.91371 -2.12316 -0.44249 -0.16
C -4.15484 -3.58145 -0.11092 -0.17
C -3.13181 -4.02354 0.91442 -0.14
C -3.07113 -3.12318 2.17241 -0.49
N -2.96867 -1.72720 1.71684 -0.07
O -2.77427 -0.83196 2.81061 -0.01
C -4.19327 -3.39277 3.18503 -0.01
C -1.73394 -3.51076 2.83642 -0.04
C -5.37794 -1.05247 1.28374 -0.02
H -3.84023 0.55463 -0.70419 0.09
H -2.39310 0.16338 0.13029 0.06
H -3.68289 1.01116 1.00277 0.09
H -4.39380 -1.80509 -1.37311 0.13
H -2.87151 -1.99131 -0.77596 0.09
H -4.04171 -4.04560 -1.09428 0.12
H -5.15971 -3.78183 0.26282 0.11
H -2.12765 -4.10647 0.48640 0.11
H -3.40273 -5.06272 1.12918 0.13
H -4.21093 -4.40331 3.58936 0.09
H -3.93434 -2.74481 4.02790 0.08
H -5.17174 -3.09943 2.81968 0.06
H -1.61249 -3.05295 3.81963 0.07
H -1.55378 -4.58100 2.91400 0.09
H -0.97231 -3.08783 2.17164 0.06
H -5.88689 -2.01462 1.28455 0.06
H -5.96392 -0.53755 0.51447 0.09
H -5.41224 -0.49525 2.21622 0.09
H -1.82644 -0.68521 2.73575 0.06
C 0.97415 1.84802 -6.88984 -0.01
C -0.46351 1.84446 -7.45503 -0.48
C -1.48446 1.80797 -6.29630 -0.15
C -1.63110 3.11799 -5.54836 -0.17
C -2.01594 4.17746 -6.60591 -0.13
C -0.95740 4.33703 -7.70937 -0.49
N -0.66022 3.02771 -8.29575 -0.08
O 0.15462 3.07567 -9.40106 0.04
C -1.54719 5.14545 -8.87487 -0.03
C 0.23321 5.10856 -7.08165 -0.01
C -0.67506 0.56883 -8.30970 -0.01
H 1.77845 1.71950 -7.61884 0.09
H 1.11342 1.04339 -6.16281 0.08
H 1.25374 2.80181 -6.44184 0.07
H -2.48716 1.46027 -6.54698 0.13
H -1.00207 1.08237 -5.63233 0.10
H -0.71923 3.28591 -4.97519 0.11
H -2.51070 3.11164 -4.90296 0.12
H -2.19138 5.11107 -6.06928 0.13
H -2.99456 3.86401 -6.97863 0.13
H -1.99563 6.05798 -8.47678 0.09
H -0.84331 5.45242 -9.64750 0.09
H -2.31297 4.57223 -9.39795 0.09
H 0.03422 6.17800 -7.07827 0.09
H 0.55308 4.79179 -6.09187 0.07
H 1.07751 4.92900 -7.75495 0.09
H 0.27146 0.29437 -8.76742 0.08
H -1.51388 0.70614 -8.98813 0.09
H -0.96605 -0.20286 -7.59468 0.08
H -0.32219 2.61275 -10.10620 0.13
C 6.36255 0.83370 1.42451 -0.05
C 5.08575 0.59476 2.26547 -0.49
C 4.81699 -0.91117 2.43599 -0.05
O 5.29887 1.17068 3.53802 -0.05
H 6.77242 1.84039 1.50778 0.08
H 6.10915 0.86357 0.35501 0.07
H 7.07679 0.04009 1.63379 0.07
H 4.28265 1.02621 1.65712 0.12
H 4.08665 -1.08602 3.22873 0.07
H 5.73970 -1.46277 2.58636 0.08
H 4.20587 -1.14243 1.56096 0.04
H 5.11442 2.11361 3.53998 0.10